Computed, not measured: a 10-piece molecular cluster, C32H68N8O12 overall in a non-equilibrium geometry, with wB97M-V/def2-TZVPD.

As for the structure (SMILES): O=C1CCCO1.O=C1CCCO1.CNC(C)=O.CNC(C)=O.CNC(C)=O.CNC(C)=O.CNC(C)=O.CNC(C)=O.CNC(C)=O.CNC(C)=O. The calculation puts the max |F| at 4.16 eV Å⁻¹. As for the HOMO-LUMO gap: 9.570 eV.

Bonds (Å) are listed after each position.
CARTESIAN COORDINATES (ANGSTROEM)
1 O -11.311 3.427 12.808  C2 1.237
2 C -10.178 3.912 12.906  O1 1.237, C3 1.565, O6 1.308
3 C -8.849 3.347 12.302  C2 1.565, C4 1.593, H7 1.090, H8 1.090
4 C -7.807 4.477 12.721  C3 1.593, C5 1.439, H9 1.090, H10 1.090
5 C -8.546 5.501 13.412  C4 1.439, O6 1.403, H11 1.090, H12 1.090
6 O -9.890 5.102 13.367  C2 1.308, C5 1.403
7 H -8.603 2.399 12.780  C3 1.090
8 H -8.889 3.170 11.228  C3 1.090
9 H -7.036 4.065 13.372  C4 1.090
10 H -7.375 4.816 11.779  C4 1.090
11 H -8.275 5.503 14.468  C5 1.090
12 H -8.401 6.499 13.000  C5 1.090
13 O -11.387 7.035 18.719  C14 1.223
14 C -11.804 5.895 18.872  O13 1.223, C15 1.590, O18 1.358
15 C -13.313 5.398 18.935  C14 1.590, C16 1.626, H19 1.090, H20 1.090
16 C -12.950 3.814 19.005  C15 1.626, C17 1.503, H21 1.090, H22 1.090
17 C -11.488 3.531 19.208  C16 1.503, O18 1.486, H23 1.090, H24 1.090
18 O -10.908 4.888 19.035  C14 1.358, C17 1.486
19 H -13.710 5.699 19.905  C15 1.090
20 H -14.001 5.726 18.156  C15 1.090
21 H -13.492 3.364 19.837  C16 1.090
22 H -13.265 3.277 18.110  C16 1.090
23 H -11.316 3.070 20.181  C17 1.090
24 H -11.043 2.879 18.456  C17 1.090
25 C -17.329 6.594 9.203  N26 1.451, H30 1.090, H31 1.090, H32 1.090
26 N -18.235 7.077 8.177  C25 1.451, C27 1.373, H33 1.010
27 C -18.972 8.234 8.247  N26 1.373, C28 1.534, O29 1.212
28 C -20.039 8.517 7.182  C27 1.534, H34 1.090, H35 1.090, H36 1.090
29 O -18.839 9.086 9.099  C27 1.212
30 H -16.257 6.757 9.091  C25 1.090
31 H -17.467 5.533 9.416  C25 1.090
32 H -17.546 6.999 10.191  C25 1.090
33 H -18.295 6.425 7.408  N26 1.010
34 H -20.676 7.636 7.262  C28 1.090
35 H -19.517 8.721 6.246  C28 1.090
36 H -20.540 9.470 7.356  C28 1.090
37 C -3.717 9.567 18.103  N38 1.451, H42 1.090, H43 1.090, H44 1.090
38 N -2.858 10.707 18.361  C37 1.451, C39 1.332, H45 1.010
39 C -1.545 10.485 18.350  N38 1.332, C40 1.525, O41 1.217
40 C -0.647 11.500 19.047  C39 1.525, H46 1.090, H47 1.090, H48 1.090
41 O -1.097 9.528 17.745  C39 1.217
42 H -4.448 9.363 18.885  C37 1.090
43 H -3.208 8.711 17.660  C37 1.090
44 H -4.446 9.852 17.345  C37 1.090
45 H -3.204 11.447 18.954  N38 1.010
46 H 0.386 11.553 18.703  C40 1.090
47 H -0.645 10.908 19.962  C40 1.090
48 H -1.065 12.501 19.163  C40 1.090
49 C -6.859 -2.325 4.160  N50 1.434, H54 1.090, H55 1.090, H56 1.090
50 N -6.204 -1.160 4.681  C49 1.434, C51 1.339, H57 1.010
51 C -5.099 -1.292 5.426  N50 1.339, C52 1.565, O53 1.214
52 C -4.510 0.114 5.777  C51 1.565, H58 1.090, H59 1.090, H60 1.090
53 O -4.562 -2.311 5.809  C51 1.214
54 H -6.683 -2.034 3.124  C49 1.090
55 H -7.908 -2.504 4.399  C49 1.090
56 H -6.341 -3.280 4.240  C49 1.090
57 H -6.592 -0.230 4.749  N50 1.010
58 H -3.594 -0.148 6.307  C52 1.090
59 H -5.152 0.746 6.391  C52 1.090
60 H -4.330 0.575 4.805  C52 1.090
61 C -19.649 1.098 14.839  N62 1.535, H66 1.090, H67 1.090, H68 1.090
62 N -20.717 0.612 15.829  C61 1.535, C63 1.333, H69 1.010
63 C -21.902 0.205 15.373  N62 1.333, C64 1.495, O65 1.238
64 C -22.814 -0.254 16.464  C63 1.495, H70 1.090, H71 1.090, H72 1.090
65 O -22.169 0.202 14.164  C63 1.238
66 H -19.618 2.187 14.805  C61 1.090
67 H -19.731 0.585 13.880  C61 1.090
68 H -18.644 0.926 15.222  C61 1.090
69 H -20.515 0.527 16.815  N62 1.010
70 H -23.759 -0.599 16.044  C64 1.090
71 H -22.908 0.422 17.314  C64 1.090
72 H -22.231 -1.074 16.885  C64 1.090
73 C -1.858 7.838 10.989  N74 1.468, H78 1.090, H79 1.090, H80 1.090
74 N -1.304 9.070 10.413  C73 1.468, C75 1.338, H81 1.010
75 C -1.920 9.701 9.406  N74 1.338, C76 1.502, O77 1.188
76 C -1.253 10.959 8.928  C75 1.502, H82 1.090, H83 1.090, H84 1.090
77 O -2.858 9.314 8.789  C75 1.188
78 H -1.225 7.212 11.617  C73 1.090
79 H -2.347 7.206 10.247  C73 1.090
80 H -2.647 8.094 11.697  C73 1.090
81 H -0.517 9.484 10.891  N74 1.010
82 H -1.349 11.726 9.696  C76 1.090
83 H -1.600 11.380 7.985  C76 1.090
84 H -0.215 10.886 8.604  C76 1.090
85 C -7.375 -5.105 17.351  N86 1.448, H90 1.090, H91 1.090, H92 1.090
86 N -6.545 -4.031 17.853  C85 1.448, C87 1.350, H93 1.010
87 C -6.548 -2.741 17.456  N86 1.350, C88 1.559, O89 1.214
88 C -5.616 -1.730 18.192  C87 1.559, H94 1.090, H95 1.090, H96 1.090
89 O -7.250 -2.415 16.520  C87 1.214
90 H -7.733 -5.059 16.322  C85 1.090
91 H -8.324 -5.196 17.879  C85 1.090
92 H -6.708 -5.967 17.347  C85 1.090
93 H -5.970 -4.260 18.651  N86 1.010
94 H -5.141 -1.040 17.496  C88 1.090
95 H -4.796 -2.154 18.771  C88 1.090
96 H -6.118 -1.114 18.939  C88 1.090
97 C -14.325 -3.928 14.466  N98 1.463, H102 1.090, H103 1.090, H104 1.090
98 N -15.661 -4.152 15.015  C97 1.463, C99 1.369, H105 1.010
99 C -15.934 -5.003 16.052  N98 1.369, C100 1.610, O101 1.248
100 C -17.489 -5.378 16.237  C99 1.610, H106 1.090, H107 1.090, H108 1.090
101 O -15.004 -5.463 16.744  C99 1.248
102 H -13.552 -4.408 15.065  C97 1.090
103 H -13.970 -2.905 14.339  C97 1.090
104 H -14.409 -4.434 13.504  C97 1.090
105 H -16.543 -3.832 14.639  N98 1.010
106 H -17.704 -6.072 17.050  C100 1.090
107 H -17.928 -5.711 15.297  C100 1.090
108 H -18.013 -4.469 16.529  C100 1.090
109 C -12.914 2.474 6.061  N110 1.465, H114 1.090, H115 1.090, H116 1.090
110 N -12.669 3.874 5.708  C109 1.465, C111 1.307, H117 1.010
111 C -11.467 4.378 5.615  N110 1.307, C112 1.480, O113 1.207
112 C -11.323 5.851 5.620  C111 1.480, H118 1.090, H119 1.090, H120 1.090
113 O -10.433 3.762 5.694  C111 1.207
114 H -12.187 1.899 6.635  C109 1.090
115 H -12.987 1.777 5.226  C109 1.090
116 H -13.917 2.412 6.483  C109 1.090
117 H -13.500 4.445 5.641  N110 1.010
118 H -10.620 6.244 6.354  C112 1.090
119 H -12.275 6.329 5.848  C112 1.090
120 H -10.969 6.243 4.666  C112 1.090